# 1
Density functional theory data (the ωB97M-V functional and the def2-TZVPD basis) for a cluster of 11 separate species, C27H76O17 in total in a non-equilibrium geometry.

The geometry in XYZ format:
```
120
Properties=species:S:1:pos:R:3:lowdin_charge:R:1
C -5.39 1.58 -2.01 -0.04
C -5.09 0.55 -3.08 -0.50
C -3.93 -0.41 -2.65 -0.03
O -6.29 -0.13 -3.33 -0.06
H -5.73 1.07 -1.10 0.09
H -6.24 2.19 -2.31 0.08
H -4.56 2.29 -1.94 0.05
H -4.81 0.84 -4.10 0.13
H -3.20 0.18 -2.10 0.05
H -3.47 -0.85 -3.54 0.08
H -4.20 -1.14 -1.90 0.07
H -6.76 0.40 -3.97 0.09
C 1.14 0.01 0.19 -0.03
C -0.22 0.36 0.83 -0.43
C -1.25 -0.68 0.31 -0.05
O -0.20 0.25 2.24 -0.06
H 1.44 -1.00 0.48 0.08
H 1.97 0.65 0.47 0.06
H 1.22 0.19 -0.88 0.07
H -0.64 1.33 0.55 0.12
H -0.85 -1.69 0.32 0.07
H -1.49 -0.41 -0.72 0.07
H -2.18 -0.64 0.88 0.09
H -0.99 -0.14 2.61 0.05
C 4.83 1.15 -2.35 -0.04
C 5.12 2.49 -3.04 -0.45
C 4.21 2.97 -4.24 -0.04
O 4.95 3.57 -2.13 -0.09
H 3.95 1.21 -1.71 0.08
H 5.67 0.70 -1.83 0.08
H 4.69 0.42 -3.14 0.06
H 6.20 2.58 -3.19 0.13
H 4.44 3.96 -4.63 0.07
H 3.19 3.00 -3.87 0.07
H 4.10 2.19 -5.00 0.06
H 5.78 4.04 -2.20 0.08
C -2.88 -3.74 0.01 -0.06
C -2.58 -4.85 -1.00 -0.43
C -2.77 -6.24 -0.33 -0.06
O -3.39 -4.64 -2.17 -0.07
H -3.04 -2.80 -0.50 0.05
H -2.00 -3.50 0.60 0.06
H -3.74 -3.84 0.68 0.08
H -1.58 -4.69 -1.40 0.13
H -3.42 -6.40 0.53 0.07
H -1.77 -6.52 0.00 0.07
H -3.09 -7.07 -0.96 0.07
H -3.53 -5.43 -2.70 0.08
C 1.89 -1.13 -3.61 -0.07
C 1.49 -2.05 -4.76 -0.44
C 1.31 -1.19 -6.07 -0.05
O 2.43 -3.14 -4.74 -0.05
H 1.12 -0.41 -3.33 0.07
H 2.79 -0.55 -3.83 0.06
H 1.98 -1.62 -2.64 0.06
H 0.49 -2.43 -4.55 0.13
H 0.83 -1.77 -6.86 0.07
H 2.22 -0.72 -6.42 0.07
H 0.49 -0.46 -5.99 0.07
H 3.26 -2.75 -5.03 0.08
O -2.77 3.17 2.22 -0.05
C -3.32 4.27 2.85 -0.26
C -4.35 3.85 3.96 -0.19
O -5.33 2.90 3.45 -0.08
H -1.83 3.17 2.43 0.09
H -2.59 4.94 3.30 0.12
H -3.79 4.91 2.10 0.11
H -4.91 4.69 4.36 0.12
H -3.86 3.33 4.79 0.10
H -4.82 2.12 3.22 0.05
O 4.73 -3.41 0.18 -0.04
C 3.92 -3.48 -0.93 -0.26
C 4.84 -3.94 -2.08 -0.21
O 5.87 -2.96 -2.29 -0.09
H 5.18 -2.57 0.26 0.09
H 3.07 -4.16 -0.84 0.12
H 3.39 -2.56 -1.15 0.10
H 4.40 -3.97 -3.08 0.10
H 5.41 -4.85 -1.91 0.12
H 6.41 -2.95 -1.49 0.07
O -3.39 5.15 -1.04 -0.06
C -2.39 5.16 -2.03 -0.24
C -2.15 3.75 -2.65 -0.20
O -1.70 2.87 -1.61 -0.10
H -3.45 5.99 -0.59 0.09
H -2.41 5.89 -2.84 0.11
H -1.57 5.56 -1.43 0.12
H -1.33 3.62 -3.35 0.12
H -3.04 3.29 -3.08 0.10
H -2.03 3.23 -0.78 0.06
O 3.72 4.05 2.56 -0.04
C 3.66 2.69 2.23 -0.30
C 4.54 1.67 2.78 -0.27
O 4.47 0.42 2.10 -0.05
H 3.53 4.55 1.76 0.09
H 2.66 2.33 2.47 0.12
H 3.75 2.62 1.14 0.12
H 4.31 1.62 3.85 0.12
H 5.56 2.04 2.79 0.12
H 3.61 0.06 2.32 0.04
O 1.94 -3.44 6.24 -0.07
C 2.66 -2.86 5.19 -0.22
C 1.76 -1.68 4.64 -0.24
O 2.23 -1.06 3.49 -0.08
H 2.21 -3.10 7.10 0.09
H 3.58 -2.36 5.51 0.12
H 2.77 -3.52 4.33 0.12
H 1.69 -0.92 5.43 0.11
H 0.70 -1.91 4.54 0.11
H 1.55 -0.85 2.84 0.05
O -2.13 -1.03 4.15 -0.05
C -3.19 -0.28 4.56 -0.28
C -2.86 0.36 5.90 -0.27
O -3.20 -0.36 7.03 -0.04
H -2.25 -1.81 4.70 0.10
H -3.37 0.52 3.84 0.10
H -4.16 -0.78 4.58 0.14
H -3.56 1.19 6.02 0.11
H -1.80 0.61 5.87 0.13
H -2.44 -0.91 7.22 0.09
```

Kohn-Sham gap ... 9.952 eV
SMILES ... CC(C)O.CC(C)O.CC(C)O.CC(C)O.CC(C)O.OCCO.OCCO.OCCO.OCCO.OCCO.OCCO
Spin multiplicity ... 1

***

# 2
Density functional theory data (the ωB97M-V functional and the def2-TZVPD basis) for a structure of composition C27H77NO21 in a non-equilibrium geometry.

The geometry in XYZ format:
```
126
Properties=species:S:1:pos:R:3:lowdin_charge:R:1
O -1.29 1.66 1.84 0.13
H -1.95 0.98 2.00 -0.10
H -1.77 2.48 1.95 0.16
O 0.53 0.84 1.62 0.17
H 0.78 0.89 2.55 0.20
H -0.31 1.29 1.58 -0.16
C 3.69 -2.49 -1.00 -0.02
C 3.14 -1.12 -0.68 -0.41
C 3.44 -0.75 0.73 -0.14
C 4.93 -0.49 1.08 -0.13
C 5.54 0.54 0.13 -0.13
C 5.26 0.31 -1.40 -0.46
N 3.83 -0.12 -1.55 -0.11
O 3.44 -0.30 -2.88 0.00
C 5.50 1.71 -2.10 -0.02
C 6.25 -0.63 -2.00 -0.04
C 1.59 -1.08 -0.85 -0.03
H 4.03 -2.73 -2.01 0.09
H 3.09 -3.33 -0.65 0.08
H 4.66 -2.67 -0.54 0.07
H 2.96 0.21 0.91 0.11
H 3.00 -1.44 1.46 0.06
H 5.72 -1.24 1.09 0.10
H 4.98 -0.26 2.15 0.11
H 6.61 0.66 0.30 0.12
H 5.05 1.47 0.45 0.06
H 6.49 2.09 -1.86 0.09
H 5.39 1.75 -3.18 0.08
H 4.75 2.43 -1.75 0.06
H 6.22 -1.60 -1.50 0.07
H 5.93 -0.82 -3.02 0.09
H 7.19 -0.09 -1.94 0.09
H 1.26 -1.42 -1.83 0.10
H 1.28 -0.05 -0.68 0.10
H 1.08 -1.81 -0.22 0.08
H 3.21 0.61 -3.07 0.10
C 3.50 3.51 0.64 -0.18
C 2.35 3.33 1.62 -0.12
O 1.05 2.77 1.22 -0.06
O 3.79 2.27 0.06 -0.14
H 4.42 3.93 1.05 0.15
H 2.96 4.17 -0.03 0.13
H 2.24 4.32 2.07 0.14
H 2.71 2.70 2.44 0.13
H 0.90 1.84 1.38 -0.16
H 3.18 2.15 -0.67 0.10
C -0.55 -0.54 0.05 -0.17
C -2.12 -0.57 -0.17 -0.08
O -2.38 -1.28 -1.41 0.08
O -0.11 0.70 -0.48 -0.09
H 0.00 -1.30 -0.51 0.08
H -0.27 -0.57 1.11 0.00
H -2.47 0.45 0.00 0.10
H -2.43 -1.17 0.69 0.10
H -2.18 -0.70 -2.15 0.10
H 0.55 1.05 0.12 0.10
C 1.47 -1.33 2.49 -0.18
C 1.61 -2.87 2.61 -0.17
O 0.51 -3.58 2.04 -0.05
O 0.79 -1.04 1.28 -0.21
H 2.45 -0.88 2.65 0.11
H 0.83 -1.08 3.34 0.10
H 1.77 -3.24 3.62 0.12
H 2.52 -3.12 2.08 0.11
H 0.04 -2.84 1.65 0.04
H 0.59 -0.11 1.35 -0.26
C -2.32 1.14 -4.24 -0.13
C -1.62 1.20 -2.79 -0.19
O -0.92 0.09 -2.32 -0.04
O -3.21 -0.01 -4.28 -0.07
H -1.50 1.09 -4.95 0.11
H -3.01 1.96 -4.46 0.12
H -2.43 1.36 -2.08 0.09
H -1.06 2.12 -2.60 0.11
H -0.63 0.31 -1.43 -0.13
H -2.71 -0.82 -4.21 0.08
C -0.05 -3.78 -1.80 -0.16
C -0.91 -3.71 -0.53 -0.19
O -2.19 -3.12 -0.69 -0.04
O -0.82 -4.70 -2.64 -0.07
H 0.96 -4.17 -1.70 0.12
H 0.02 -2.75 -2.16 0.09
H -0.41 -3.17 0.27 0.07
H -1.10 -4.71 -0.12 0.13
H -2.16 -2.16 -0.70 -0.12
H -1.73 -4.40 -2.64 0.07
C -0.23 3.56 -0.86 -0.08
C -1.57 2.88 -0.56 -0.25
O -2.56 3.75 0.08 0.02
O 0.41 4.32 0.30 -0.12
H -0.17 4.15 -1.77 0.13
H 0.42 2.71 -1.05 0.11
H -1.43 2.00 0.07 0.10
H -1.95 2.69 -1.56 0.09
H -2.60 4.52 -0.49 0.16
H 1.01 3.86 0.89 -0.16
C -3.71 1.81 0.09 -0.20
C -4.95 2.51 0.81 -0.13
O -5.15 2.09 2.18 -0.07
O -3.41 2.46 -1.15 -0.12
H -3.93 0.75 -0.05 0.11
H -2.85 1.85 0.75 0.07
H -5.93 2.49 0.35 0.12
H -4.65 3.56 0.81 0.11
H -5.71 1.31 2.24 0.08
H -2.77 3.14 -0.90 -0.17
C -1.56 -0.90 4.12 -0.14
C -2.30 -0.97 2.72 -0.09
O -2.85 0.32 2.40 -0.02
O -1.11 -2.26 4.45 -0.06
H -2.10 -0.47 4.96 0.12
H -0.61 -0.37 4.09 0.09
H -3.16 -1.62 2.58 0.15
H -1.70 -1.18 1.84 0.10
H -3.77 0.35 2.68 0.14
H -1.87 -2.69 4.85 0.09
C -5.96 -2.52 -0.30 -0.20
C -4.85 -1.62 -1.02 -0.13
O -3.71 -1.71 -0.18 -0.18
O -6.68 -2.01 0.84 -0.08
H -5.66 -3.56 -0.17 0.11
H -6.69 -2.86 -1.03 0.10
H -5.12 -0.59 -1.24 0.12
H -4.64 -2.12 -1.96 0.12
H -2.93 -1.66 -0.74 -0.32
H -6.38 -2.21 1.73 0.07
```

Kohn-Sham gap ... 7.759 eV
Spin multiplicity ... 1